Molecular formula: C4H7NO
Method: DFT, ωB97M-V with the def2-TZVPD basis set

The geometry in ORCA input format:
```
! wB97M-V def2-TZVPD RIJCOSX def2/J DEFGRID3
* xyz 0 1
O 1.4794 1.7653 0.5286
C 1.9098 0.6988 -0.0921
C 0.9953 -0.4865 -0.1282
C -0.3879 -0.2590 0.4344
C -1.5132 0.1554 -0.4311
N -1.3944 -1.2320 0.0147
H 2.5424 1.7726 0.0579
H 1.5164 -1.2897 0.4146
H 0.9354 -0.8417 -1.1653
H -0.4206 0.0918 1.4649
H -1.3493 0.3086 -1.4959
H -2.2875 0.7849 0.0028
H -2.0499 -1.4221 0.7674
*
```

The value obtained for the HOMO energy is -0.3169 Eh. The calculation puts the HOMO-LUMO gap at 0.356 Ha. As for the total energy: -286.42550 a.u. The calculation puts the molar mass at 85.11 g/mol. The LUMO energy is 1.05 eV. The calculation puts the relative energy (zero: lowest compared OMol25 entry of this formula, charge and spin) at 5.609 eV.



Molecular formula: C14H28N2O3
Method: DFT, ωB97M-V with the def2-TZVPD basis set

The geometry in ORCA input format:
```
! wB97M-V def2-TZVPD RIJCOSX def2/J DEFGRID3
* xyz 0 1
H 1.4053 0.0697 4.5884
N 0.4643 -0.3173 4.3546
C -0.0608 0.5417 3.3816
C -1.5898 0.1463 2.8602
C 0.7796 1.8692 2.8208
C 1.6258 1.4158 1.4517
O 3.0437 1.6796 1.7398
C 1.1590 2.4295 0.2343
C 0.9885 1.6888 -1.2269
C -0.5294 1.0677 -1.2893
C -1.0000 0.6122 -2.8161
C -1.5981 -0.9288 -2.8204
C -3.2189 -1.0017 -2.5694
C -3.6822 -0.2325 -1.1586
O 1.2871 0.0051 1.2117
C 2.4254 -0.8962 1.4441
O 2.9403 -1.2171 2.6516
N 3.0465 -1.5749 0.2406
C 2.0181 -1.9967 -0.7867
C 1.1207 -3.3093 -0.3523
H -2.2360 1.0820 2.5827
H -2.1866 -0.4238 3.7227
H -1.5827 -0.5671 1.9248
H 0.0436 2.7624 2.6267
H 1.4947 2.1941 3.6921
H 3.5013 2.1801 1.0021
H 0.1064 2.9473 0.4559
H 1.9078 3.3339 0.0595
H 1.8446 0.9393 -1.4996
H 1.0217 2.5632 -2.0381
H -1.3047 1.9123 -0.9590
H -0.6572 0.1627 -0.5221
H -1.7375 1.4116 -3.2635
H -0.0340 0.6065 -3.5024
H -0.9662 -1.6280 -2.0904
H -1.3931 -1.3665 -3.9118
H -3.8744 -0.6240 -3.4685
H -3.4890 -2.1463 -2.4097
H -3.6293 0.9391 -1.3207
H -3.0208 -0.5499 -0.2374
H -4.8016 -0.4839 -0.8640
H 3.8373 -1.0326 -0.1708
H 1.2952 -1.1428 -1.1327
H 2.6221 -2.3287 -1.7596
H 0.8902 -3.8916 -1.3673
H 1.6419 -4.0048 0.4456
H 0.0814 -2.8958 0.0457
*
```

The value obtained for the HOMO energy is -0.3570 Eh. The calculation puts the HOMO-LUMO gap at 0.368 Ha. As for the total energy: -885.16268 a.u. The calculation puts the molar mass at 272.39 g/mol. The LUMO energy is 0.30 eV. The calculation puts the relative energy (zero: lowest compared OMol25 entry of this formula, charge and spin) at 8.261 eV. The SMILES is [H]/N=C(/C)C[C@](O)(CCCCCCC)OC(=O)NCC.



Molecular formula: C4H12N2O
Method: DFT, ωB97M-V with the def2-TZVPD basis set

The geometry in ORCA input format:
```
! wB97M-V def2-TZVPD RIJCOSX def2/J DEFGRID3
* xyz 0 1
C -1.2226 -1.6108 1.2520
N 0.1981 -1.6128 1.7162
C 1.0397 -0.9263 0.8395
O 1.0370 -0.8763 -0.8238
C 0.9703 0.3879 -1.3110
C -0.2602 1.2609 -0.7474
N -0.7191 2.5055 -1.4286
H -1.7669 -2.2076 1.9862
H -1.3489 -2.0586 0.2682
H -1.6289 -0.5979 1.2515
H 0.4617 -2.5908 1.7558
H 0.9409 0.1475 0.9348
H 2.0943 -1.1943 0.8707
H 1.8489 1.0817 -1.1732
H 0.7388 0.4251 -2.3937
H -0.8222 0.3878 -1.1103
H -0.4450 1.3846 0.3125
H -1.2183 2.9857 -0.6876
H 0.1026 3.1086 -1.5117
*
```

The value obtained for the HOMO energy is -0.3355 Eh. The calculation puts the HOMO-LUMO gap at 0.370 Ha. As for the total energy: -344.24389 a.u. The calculation puts the molar mass at 104.15 g/mol. The LUMO energy is 0.94 eV. The calculation puts the relative energy (zero: lowest compared OMol25 entry of this formula, charge and spin) at 3.840 eV. The SMILES is CNCOCCN.



Molecular formula: C4H5ErO2
Method: DFT, ωB97M-V with the def2-TZVPD basis set

The geometry in ORCA input format:
```
! wB97M-V def2-TZVPD RIJCOSX def2/J DEFGRID3
* xyz 2 4
C -3.3025 -0.3694 0.1830
C -1.9587 -0.4249 -0.4439
C -0.9772 -1.0892 0.2288
C 0.3914 -1.0113 0.3134
O 1.1857 -0.3960 -0.4933
Er 3.5229 0.0788 -1.1390
H -3.3212 -0.7577 1.2197
H -3.9700 -1.0491 -0.3823
H -1.5784 -2.0152 -0.4218
H 0.8422 -1.3828 1.2491
O -3.8035 0.9592 0.1670
H -4.7248 0.9487 0.4411
*
```

The value obtained for the HOMO energy (spin up / spin down) is -0.5402 / -0.5946 Eh. The calculation puts the HOMO-LUMO gap (spin up / spin down) at 0.173 / 0.230 Ha. As for the total energy: -1320.01078 a.u. The calculation puts the molar mass at 252.34 g/mol. The LUMO energy (spin up / spin down) is -10.00 / -9.93 eV. The calculation puts the relative energy (zero: lowest compared OMol25 entry of this formula, charge and spin) at 3.073 eV.



Molecular formula: C9H21CeFIO2P2
Method: DFT, ωB97M-V with the def2-TZVPD basis set

The geometry in ORCA input format:
```
! wB97M-V def2-TZVPD RIJCOSX def2/J DEFGRID3
* xyz 2 2
C 5.1082 -4.0433 -0.5502
C 4.0555 -3.3642 0.2131
H 5.7234 -4.6993 0.1134
H 5.7449 -3.2902 -1.0162
H 4.6419 -4.6445 -1.3318
O 3.8190 -3.4764 1.4966
I 2.7836 -2.0403 -0.9831
Ce -0.9405 0.7965 -0.1166
P -2.5441 -1.1519 -0.4399
C -3.7320 -1.4363 0.7743
C -3.3131 -0.7647 -1.9808
H -3.8719 -1.6567 -2.2412
H -2.1805 -3.3388 -0.9948
H -2.5717 -0.5336 -2.7730
H -0.7113 -2.3803 -1.4017
H -4.3987 -0.5673 0.9283
H -3.9887 0.1020 -1.8965
C -1.5121 -2.5524 -0.6566
H -4.3070 -2.2827 0.4093
H -1.0241 -2.8493 0.2893
H -3.2802 -1.6815 1.7523
P 0.6154 2.7196 0.4798
C 0.3444 3.5542 1.9617
C 2.2255 2.0275 0.4285
H 0.5468 3.2926 -1.8638
H 1.1956 4.5584 -0.7631
H -0.5748 4.2887 -0.8995
C 0.4189 3.8122 -0.8923
H 2.4095 1.4452 -0.4959
H 2.8953 2.8809 0.4769
H 1.1001 4.3349 1.9846
H 0.4578 2.8947 2.8406
H 2.4065 1.3529 1.2843
H -0.6637 4.0056 2.0166
C -1.9365 1.1443 1.8409
O -2.4966 1.3602 2.8524
F -2.4451 2.1832 -0.8459
*
```

The value obtained for the HOMO energy (spin up / spin down) is -0.5553 / -0.5532 Eh. The calculation puts the HOMO-LUMO gap (spin up / spin down) at 0.241 / 0.241 Ha. As for the total energy: -2060.71350 a.u. The calculation puts the molar mass at 509.23 g/mol. The LUMO energy (spin up / spin down) is -8.55 / -8.48 eV.



Molecular formula: C12H38N2O6
Method: DFT, ωB97M-V with the def2-TZVPD basis set

The geometry in ORCA input format:
```
! wB97M-V def2-TZVPD RIJCOSX def2/J DEFGRID3
* xyz 0 1
C 8.4572 23.0342 -6.2897
O 8.3376 22.0765 -7.4188
C 9.4277 22.0415 -8.2630
C 9.0742 21.0947 -9.5071
C 10.2938 20.6313 -10.2606
N 8.2224 21.6319 -10.5797
H 9.4688 23.0897 -5.8877
H 7.8086 22.8532 -5.4326
H 8.3117 24.0543 -6.6450
H 9.7777 23.0107 -8.6184
H 10.2827 21.5076 -7.8482
H 8.4031 20.2964 -9.1900
H 10.8714 21.4606 -10.6689
H 10.1757 19.8443 -11.0055
H 10.9610 20.2287 -9.4985
H 7.3870 21.8784 -10.0683
H 7.9982 20.8098 -11.1218
C 5.9957 25.6098 -5.3424
O 5.9850 25.8551 -6.7941
C 5.0274 25.0985 -7.6211
C 4.9862 25.7111 -9.0865
C 4.2062 26.9725 -9.1230
N 4.2973 24.7815 -9.9041
H 6.0007 24.5428 -5.1196
H 5.0536 25.8934 -4.8731
H 6.7590 26.1274 -4.7615
H 5.2760 24.0389 -7.5602
H 4.0692 25.3010 -7.1425
H 6.0022 25.8553 -9.4539
H 4.3846 27.7051 -8.3358
H 3.1411 26.8095 -8.9584
H 4.1973 27.5104 -10.0710
H 3.3236 25.0179 -9.7770
H 4.5682 25.1736 -10.7946
C 12.2003 25.0624 -7.5475
C 13.3893 24.1776 -7.0696
O 14.1955 23.7752 -8.1640
H 12.5375 26.0310 -7.9166
H 11.3932 25.2263 -6.8335
H 11.7062 24.5799 -8.3907
H 13.0226 23.2617 -6.6061
H 13.9739 24.6528 -6.2818
H 13.8315 22.9189 -8.4005
C 11.7529 24.0883 -1.4097
C 11.8282 25.2943 -2.3334
O 12.1922 24.9341 -3.6841
H 10.7440 23.6758 -1.4177
H 12.1925 24.2701 -0.4289
H 12.3543 23.2384 -1.7323
H 12.7345 25.8149 -2.0241
H 10.9762 25.9735 -2.3038
H 13.1245 24.7473 -3.8161
O 9.7257 26.0582 -5.0474
H 10.5176 25.7804 -4.5869
H 9.3778 26.7743 -4.5160
O 9.1786 28.1359 -3.0963
H 10.0771 27.9628 -2.8152
H 8.9113 28.9014 -2.5875
*
```

The value obtained for the HOMO energy is -0.3260 Eh. The calculation puts the HOMO-LUMO gap at 0.335 Ha. As for the total energy: -1040.79990 a.u. The calculation puts the molar mass at 306.44 g/mol. The LUMO energy is 0.26 eV. The calculation puts the relative energy (zero: lowest compared OMol25 entry of this formula, charge and spin) at 2.990 eV. The SMILES is COC[C@H](C)N.COC[C@H](C)N.CCO.CCO.O.O.